(1)
{"formula": "C27H27N3O4", "method": "ωB97M-V/def2-TZVPD", "elements": ["O", "C", "C", "C", "C", "C", "C", "N", "C", "C", "N", "C", "C", "O", "C", "C", "C", "O", "C", "O", "C", "C", "N", "C", "C", "C", "C", "C", "C", "C", "C", "C", "C", "C", "H", "H", "H", "H", "H", "H", "H", "H", "H", "H", "H", "H", "H", "H", "H", "H", "H", "H", "H", "H", "H", "H", "H", "H", "H", "H", "H"], "xyz": [[-3.27958, -3.91235, -0.68552], [-2.62048, -3.05610, -0.12225], [-1.13611, -2.98391, -0.30798], [-0.26711, -3.25360, 0.74407], [1.09976, -3.25911, 0.53510], [1.61747, -3.00542, -0.72857], [3.10996, -2.95385, -0.94469], [3.58905, -1.57967, -0.99916], [3.83727, -0.91376, 0.14849], [4.13645, 0.40883, 0.49315], [4.30170, 1.57164, -0.16017], [4.67707, 1.64325, -1.55712], [6.19103, 1.88929, -1.66314], [6.56590, 3.04936, -0.96342], [6.22859, 2.95548, 0.40453], [4.72108, 2.74481, 0.58506], [4.14758, 0.08412, 1.93165], [4.21770, 0.73958, 2.94656], [3.93667, -1.36290, 1.54568], [3.91384, -2.43737, 2.10228], [0.74694, -2.74843, -1.78070], [-0.62034, -2.74517, -1.57552], [-3.16902, -2.15377, 0.72352], [-4.60260, -2.15887, 0.92671], [-5.21737, -0.81646, 0.69087], [-4.51957, 0.29703, 0.47739], [-5.18662, 1.58446, 0.21985], [-6.26633, 1.64322, -0.65952], [-6.91115, 2.83994, -0.90920], [-6.49146, 4.00081, -0.28154], [-5.42310, 3.95447, 0.59763], [-4.77380, 2.75881, 0.84409], [-3.01409, 0.25653, 0.46967], [-2.51321, -0.97345, 1.23055], [-0.66377, -3.46832, 1.72564], [1.77203, -3.46094, 1.35554], [3.62597, -3.45152, -0.12347], [3.37961, -3.43561, -1.88871], [3.25223, -1.04563, -1.78976], [4.41682, 0.71915, -2.06976], [4.14152, 2.48162, -2.01508], [6.48518, 2.04798, -2.70189], [6.72551, 1.01341, -1.26161], [6.54694, 3.89222, 0.86241], [6.77089, 2.11899, 0.87065], [4.47988, 2.61223, 1.63873], [4.18165, 3.61018, 0.18691], [1.13942, -2.56469, -2.77183], [-1.29675, -2.56267, -2.39723], [-4.82740, -2.49164, 1.95110], [-5.02554, -2.89775, 0.23808], [-6.29654, -0.79348, 0.72971], [-6.58732, 0.74191, -1.16069], [-7.74295, 2.86813, -1.59786], [-6.99470, 4.93630, -0.47567], [-5.09450, 4.85468, 1.09654], [-3.95569, 2.73761, 1.54952], [-2.66533, 0.21085, -0.56737], [-2.59839, 1.16097, 0.91461], [-2.76277, -0.87172, 2.29271], [-1.43210, -1.06973, 1.13038]], "atomic_forces_ev_per_a": [[0.0211, -0.1320, -0.2171], [0.0629, -0.1132, 0.0145], [0.2110, -0.1798, -0.0644], [-0.1555, 0.0415, -0.1463], [0.0389, -0.0434, -0.0364], [0.0518, -0.0801, 0.0149], [-0.1770, -0.2046, -0.0123], [0.2445, 0.3296, -0.1745], [0.0587, 0.4348, -0.1473], [-0.0750, -0.1865, -0.3775], [-0.2139, -0.3110, 0.1773], [0.3907, 0.0626, -0.2064], [-0.2576, -0.2032, -0.1922], [0.0299, 0.1131, -0.0822], [-0.3054, 0.0491, 0.2366], [0.4000, 0.3575, 0.1929], [-0.1151, 0.5598, 0.5808], [0.0891, -0.2769, -0.2549], [0.1062, -0.6454, 0.1462], [-0.0716, 0.2338, -0.0674], [0.0262, -0.0370, 0.0891], [-0.1122, 0.0523, 0.0543], [-0.2290, 0.0534, 0.1833], [-0.2251, -0.3285, -0.0615], [0.1658, 0.0432, 0.0802], [0.0459, -0.2237, 0.0561], [-0.1979, 0.1129, -0.1295], [0.0591, -0.0002, 0.0209], [-0.1052, 0.0636, -0.0143], [-0.0479, 0.0556, -0.0227], [0.0117, 0.1015, 0.0340], [0.0346, -0.0715, -0.0130], [0.0470, -0.2437, 0.2059], [0.2774, 0.4763, -0.1127], [-0.0464, 0.0030, 0.1137], [0.1013, -0.0256, 0.0837], [-0.0011, -0.0182, -0.1245], [-0.0033, -0.0112, 0.1347], [0.0768, -0.0218, 0.1880], [-0.0144, 0.0209, -0.0372], [0.0219, -0.1011, -0.0316], [-0.0268, -0.0959, 0.0367], [-0.0329, 0.0543, -0.0555], [-0.0202, -0.0807, 0.0568], [-0.0211, 0.0632, -0.0086], [-0.0218, 0.0304, -0.0495], [0.0356, -0.0177, 0.0565], [0.0385, 0.0036, -0.1220], [-0.0753, -0.0179, -0.0845], [-0.0198, -0.0212, -0.1058], [0.0491, 0.1007, 0.1810], [-0.1565, 0.0966, 0.0110], [-0.0002, -0.0821, -0.0573], [-0.0596, 0.0019, -0.0597], [-0.0346, 0.0753, -0.0211], [0.0179, 0.0632, 0.0436], [0.0868, -0.0098, 0.0374], [0.0820, 0.0739, 0.0175], [0.0210, 0.0274, -0.0139], [0.0874, 0.0066, -0.0363], [-0.1687, 0.0218, 0.0925]], "e_homo_ev": -8.04, "e_above_lowest_kcal_mol": 68.1, "orbital_gap_ev": 8.30}



(2)
{"formula": "C27H27N4OSSiTc", "method": "ωB97M-V/def2-TZVPD", "elements": ["Tc", "O", "C", "N", "C", "C", "C", "C", "C", "C", "N", "C", "C", "C", "C", "C", "N", "H", "H", "H", "H", "H", "H", "H", "H", "H", "H", "C", "Si", "C", "C", "C", "C", "C", "C", "N", "C", "S", "H", "H", "H", "H", "H", "H", "H", "H", "H", "H", "H", "H", "C", "C", "C", "C", "C", "C", "C", "H", "H", "H", "H", "H"], "xyz": [[-0.39262, -0.02943, 1.02588], [2.50556, -0.37347, -1.76818], [1.81242, -0.02787, -0.79611], [1.05887, -0.85753, -0.05703], [0.93911, -2.23799, -0.44351], [-0.48071, -2.68615, -0.20305], [-0.96646, -3.86560, -0.71292], [-2.29155, -4.24294, -0.46982], [-3.06592, -3.38412, 0.31035], [-2.51607, -2.23130, 0.80624], [-1.23842, -1.84488, 0.56235], [1.71579, 1.36279, -0.32823], [2.39977, 2.39289, -0.95451], [2.28798, 3.68237, -0.48465], [1.47859, 3.90214, 0.65050], [0.81486, 2.84644, 1.21699], [0.87839, 1.58879, 0.74771], [1.62273, -2.85953, 0.16080], [1.23475, -2.35243, -1.49833], [-0.31938, -4.48979, -1.31138], [-2.70211, -5.14961, -0.88091], [-4.09755, -3.61384, 0.53101], [-3.09069, -1.56477, 1.43636], [3.01733, 2.14011, -1.80203], [2.80404, 4.49961, -0.96027], [1.40709, 4.88737, 1.08551], [0.20620, 2.97568, 2.10523], [-2.72192, 4.75243, 1.33045], [-3.48799, 4.14475, -0.31202], [-5.29141, 3.56609, -0.03773], [-3.53616, 5.64098, -1.50925], [-2.47570, 2.79143, -1.13356], [-2.03686, 2.83846, -2.46188], [-1.16739, 1.88471, -2.95964], [-0.74657, 0.86203, -2.12073], [-1.18714, 0.76668, -0.87199], [-2.01139, 1.70156, -0.39151], [-2.40199, 1.41143, 1.27018], [-3.16487, 5.68929, 1.65848], [-1.65081, 4.90841, 1.23210], [-2.87143, 4.02166, 2.11815], [-5.88813, 4.34968, 0.42149], [-5.32485, 2.69678, 0.61141], [-5.76392, 3.29710, -0.97944], [-3.87887, 6.53062, -0.99102], [-4.21163, 5.47125, -2.34142], [-2.56060, 5.86855, -1.92608], [-2.39301, 3.62689, -3.10763], [-0.81049, 1.93369, -3.97906], [-0.06979, 0.08987, -2.45966], [-0.04448, -0.60456, 2.78310], [-0.00472, -1.27125, 3.97671], [-1.21190, -1.50238, 4.69793], [-1.20523, -2.21843, 5.86559], [-0.01683, -2.73425, 6.38563], [1.17984, -2.49499, 5.71034], [1.19826, -1.78398, 4.53720], [-2.12814, -1.10848, 4.28087], [-2.13884, -2.37828, 6.39167], [-0.01815, -3.29625, 7.31155], [2.11248, -2.86351, 6.12242], [2.11991, -1.59489, 4.00667]], "atomic_forces_ev_per_a": [[0.8527, -1.2236, 3.0822], [0.2494, 0.4367, -0.2202], [-0.1682, -1.9168, 0.1208], [0.7482, 0.4836, -0.6877], [0.3089, 0.0696, -0.1244], [0.1313, 0.8978, 0.5737], [-0.8823, -0.5965, -0.0652], [0.4725, 0.7917, 0.2264], [-0.0257, -0.7570, -0.4101], [0.7444, 0.5549, 0.1827], [-1.1170, -1.3988, -0.4610], [-0.6705, 1.1041, 1.0800], [0.1299, -0.2404, -0.0068], [-0.7191, 0.1006, 0.8938], [0.9470, 0.1905, -0.9132], [-0.1925, -0.4465, 0.5521], [0.7482, 0.6241, -1.0429], [-0.1425, 0.0092, -0.1202], [-0.1147, -0.1461, 0.1992], [0.0895, -0.0191, -0.0502], [-0.0341, -0.1659, -0.0435], [-0.0719, -0.0236, 0.0457], [0.0856, 0.1065, -0.0892], [0.0331, -0.0845, -0.0975], [0.0906, 0.1255, -0.0702], [-0.1261, 0.0738, 0.0389], [-0.1073, -0.0423, -0.1507], [-0.3149, -0.2243, -0.4632], [-0.3768, 0.3770, 0.2580], [0.6633, 0.2078, -0.0657], [0.0111, -0.5329, 0.3312], [0.2370, 0.2260, -0.6176], [-0.3914, 0.1933, 0.5919], [0.2261, -0.4214, -0.1899], [-0.3415, 0.1976, -0.4455], [0.4149, 0.0067, -0.4557], [-1.0048, 0.2598, 0.8607], [-0.0828, 0.0129, 0.1040], [-0.1605, 0.2551, -0.1062], [0.1927, -0.0112, -0.0984], [-0.0005, -0.1161, 0.0066], [-0.0774, 0.1978, 0.0894], [0.0950, -0.1555, 0.1180], [-0.0044, -0.0217, -0.1873], [-0.1187, 0.1591, 0.1780], [-0.1721, -0.0977, -0.1947], [0.2751, -0.0017, -0.0237], [0.0654, 0.2121, -0.1290], [0.0057, -0.0470, -0.0174], [0.1456, 0.0102, -0.0202], [-0.4168, 1.1595, -2.7807], [-0.1729, -0.0814, 0.2662], [-0.0962, 0.0227, 0.1006], [-0.1363, 0.0208, 0.0515], [0.0318, -0.1882, 0.4107], [0.1064, 0.0086, -0.0077], [0.1446, -0.0437, -0.0740], [-0.1050, 0.0306, 0.0348], [-0.0434, -0.0541, 0.0361], [-0.0167, 0.0071, -0.0018], [0.0185, -0.0514, -0.0029], [0.1403, -0.0239, 0.0014]], "total_charge": -1, "s_squared": 0.78, "e_homo_ev": [-1.59, -3.15], "e_above_lowest_kcal_mol": 14.2, "orbital_gap_ev": [4.28, 5.86], "spin_multiplicity": 2}



no.,E_tot (eV)
1,-41096.544
2,-57359.244